Entry 1:
The following is a quantum chemistry calculation of C12H15BrNO as an isolated structure at a distorted geometry, from OMol25.

Atoms and positions in Å:
C 3.54991 -1.32361 -0.15967
C 2.92930 -0.49249 -1.02145
C 2.95910 -1.66845 1.09735
C 1.76299 0.11072 -0.57043
C 1.80012 -1.08240 1.54193
C 1.17145 -0.10840 0.70962
C -0.16359 0.46042 0.63629
C -1.45413 -0.99050 0.18695
C -1.75282 -0.96343 -1.12503
C -2.80490 -1.87120 -1.63659
C -1.90387 2.03118 0.35036
C 0.20422 2.58964 1.43588
N -0.65419 1.59551 0.81157
O -1.08486 0.03097 -1.84613
Br -1.94109 -2.07522 1.58331
H 4.40474 -1.80593 -0.45237
H 3.24521 -0.22509 -1.94613
H 3.31601 -2.47286 1.60626
H 1.28130 0.81860 -1.26222
H 1.26871 -1.46385 2.35422
H -2.63075 -2.88510 -1.39527
H -3.73168 -1.71724 -1.11650
H -2.91565 -1.74365 -2.67483
H -2.08452 1.65793 -0.65728
H -2.65566 1.70776 1.09044
H -1.98472 3.09562 0.28859
H 0.90587 3.01371 0.76610
H -0.45134 3.38524 1.76843
H 0.72218 2.20292 2.38729
H -1.30734 0.18919 -2.75066

Forces on the atoms, in the same order (eV/Å):
C -1.5 -0.6 2.1
C -2.0 0.6 2.8
C -0.6 2.1 -2.5
C -0.8 1.2 0.4
C -0.8 1.1 -2.0
C 1.7 0.0 -1.8
C -3.0 -6.3 -0.2
C 2.8 3.9 -0.6
C 0.6 0.6 1.6
C 0.1 0.6 0.1
C -2.8 -0.3 -0.3
C 0.2 0.5 2.8
N 2.7 0.9 0.5
O -0.2 -0.8 1.6
Br 0.0 0.0 -0.1
H 2.1 -1.2 -0.5
H 1.3 0.4 -2.6
H 1.3 -1.9 1.6
H 0.1 -0.4 0.4
H -0.5 -0.4 1.5
H 0.8 -1.2 0.0
H -0.6 0.7 0.0
H -0.4 -0.1 -1.4
H -0.2 -0.3 0.4
H 0.0 0.0 -0.6
H 0.4 0.7 0.2
H 0.8 0.2 -0.8
H 0.0 0.2 0.1
H -0.7 0.3 -1.7
H -0.8 -0.5 -0.9

The value obtained for the relative energy (zero: lowest compared OMol25 entry of this formula, charge and spin) is 27.1 kcal per mole. The frontier orbital gap comes out at 8.6248 eV. The HOMO energy is -0.4445 hartree. As for the charge: +1. For the total energy, the calculation gives -86257.188 eV.

=====

Entry 2:
The following is a quantum chemistry calculation of one molecule with the formula C12H15Cl at a distorted geometry, from OMol25.

Atoms and positions in Å:
C 2.99548 0.28326 -0.51358
C 2.46502 1.51721 -0.77855
C 2.29942 -0.84232 -0.19485
C 1.05170 1.55857 -0.64368
C 0.85120 -0.80107 -0.14915
C 0.27520 0.51143 -0.26827
C 0.01682 -1.87103 -0.13225
C -2.04204 0.11011 -0.94657
C -1.17797 0.79869 0.02005
C 0.34674 -3.19916 0.37398
C -1.62771 2.30718 -0.01935
C -1.38071 0.39038 1.57083
Cl -3.63064 -0.33762 -0.66751
H 4.10931 0.20539 -0.47660
H 2.98028 2.40208 -1.06029
H 2.87509 -1.65822 -0.20090
H 0.64909 2.54760 -0.78490
H -1.09029 -1.83630 -0.35888
H -1.90891 0.10364 -2.09149
H 1.43905 -3.46365 0.52969
H -0.23390 -4.06361 -0.08254
H 0.10485 -3.17990 1.42645
H -0.74008 2.85148 0.12627
H -2.28917 2.26797 0.82943
H -2.11368 2.50816 -0.94698
H -1.00710 -0.58975 1.55373
H -2.50625 0.39061 1.81455
H -0.71081 1.08889 2.07134

Forces on the atoms, in the same order (eV/Å):
C 3.2 0.5 0.4
C -2.5 -0.9 0.3
C -3.3 2.6 -0.4
C 1.8 1.4 -0.3
C 1.1 1.5 -0.6
C -0.1 0.5 -0.6
C -2.0 -1.9 -0.2
C 0.3 -0.7 -3.0
C -0.8 0.2 1.3
C 1.3 -2.1 0.5
C 0.2 -2.3 0.4
C -1.6 0.7 -2.5
Cl -1.2 -0.2 0.8
H -0.9 -0.1 -0.3
H 0.6 0.3 -0.1
H 1.5 -3.5 0.5
H -0.3 -0.1 -0.1
H 1.5 0.6 0.2
H 0.5 0.3 2.1
H -1.0 0.3 -1.0
H 0.9 1.1 0.4
H -0.8 -0.2 0.7
H 0.4 1.4 0.5
H -0.5 1.2 0.0
H -0.3 0.6 -0.5
H 0.4 -1.4 1.0
H 1.9 0.3 0.0
H -0.5 -0.2 0.6

The value obtained for the relative energy (zero: lowest compared OMol25 entry of this formula, charge and spin) is 77.7 kcal per mole. The frontier orbital gap (spin up / spin down) comes out at 7.5092 / 6.8847 eV. The HOMO energy (spin up / spin down) is -0.2552 / -0.2723 hartree. As for the charge: 0. For the total energy, the calculation gives -25205.258 eV.

=====

Entry 3:
The following is a quantum chemistry calculation of C12H15F9NNaO9 as an isolated structure, from OMol25.

Atoms and positions in Å:
Na -16.96402 -8.76956 -0.10834
N -15.77192 -7.39556 2.10531
O -15.11039 -7.39020 1.01802
O -17.02386 -7.46856 2.02978
O -15.17146 -7.38989 3.17500
C -22.29440 -9.03749 -1.06974
C -21.55036 -9.46890 0.16776
O -20.89776 -10.76392 -0.05650
C -19.75900 -10.76030 -0.69611
O -19.06243 -9.80169 -0.91015
C -19.34120 -12.19966 -1.05953
F -18.76430 -12.76689 0.00117
F -20.39615 -12.93283 -1.42236
F -18.47326 -12.18529 -2.06240
H -21.67247 -8.57017 -1.83432
H -23.03112 -8.29462 -0.75635
H -22.79961 -9.87185 -1.55519
H -22.23914 -9.67792 0.97741
H -20.76679 -8.77416 0.45760
C -17.68799 -4.18581 1.15644
C -16.52617 -4.32393 0.19822
O -16.93146 -4.31067 -1.19272
C -17.42836 -5.42538 -1.64249
O -17.63932 -6.41890 -0.99870
C -17.86033 -5.33906 -3.12262
F -17.50596 -4.21002 -3.71801
F -17.32818 -6.36401 -3.80617
F -19.19343 -5.45240 -3.18223
H -18.43694 -4.95418 0.95530
H -18.19319 -3.22389 1.08381
H -17.31414 -4.36465 2.16295
H -15.92778 -5.21410 0.39638
H -15.84786 -3.47577 0.29325
C -12.24399 -9.81146 2.73145
C -13.46204 -9.89849 1.82766
O -13.90763 -11.29594 1.86174
C -15.00758 -11.56961 1.24092
O -15.72465 -10.79186 0.65831
C -15.38334 -13.06577 1.32827
F -14.39035 -13.81055 1.79151
F -16.43350 -13.21726 2.13489
F -15.71732 -13.51822 0.11579
H -12.55523 -9.83192 3.77574
H -11.69282 -8.89505 2.53024
H -11.55824 -10.64706 2.58488
H -13.19185 -9.67686 0.79851
H -14.25678 -9.27079 2.21497

Forces on the atoms, in the same order (eV/Å):
Na 0.1 0.4 0.3
N 0.3 -0.4 -0.6
O -0.4 0.0 0.0
O 0.1 -0.1 0.1
O -0.3 0.2 0.1
C -0.1 0.3 -0.3
C 0.4 -0.4 -0.2
O -0.4 -0.1 -0.3
C 0.0 0.2 0.5
O 0.3 0.0 -0.2
C -0.1 0.0 -0.1
F 0.0 -0.1 0.1
F 0.1 0.0 0.0
F 0.1 0.0 -0.1
H 0.2 0.0 0.2
H -0.1 -0.1 -0.2
H -0.2 -0.1 0.3
H 0.1 0.1 0.2
H -0.2 0.2 0.2
C -0.3 -0.4 -0.3
C 0.6 0.4 0.7
O 0.1 0.3 -0.3
C -0.4 -0.1 0.3
O 0.1 -0.5 -0.3
C 0.1 -0.3 -0.1
F 0.0 0.1 0.0
F 0.0 0.1 0.1
F 0.0 0.0 0.0
H 0.1 -0.1 0.1
H 0.2 0.1 0.1
H -0.1 0.2 0.1
H -0.3 -0.2 -0.1
H -0.1 0.0 -0.2
C -0.1 -0.3 0.1
C 0.7 -0.2 0.5
O 0.3 -0.1 0.2
C -0.4 0.3 -0.1
O -0.2 0.0 -0.2
C 0.0 0.0 -0.2
F 0.2 -0.1 0.1
F -0.2 0.0 0.1
F 0.0 0.1 0.0
H 0.1 0.1 0.0
H -0.1 0.1 0.1
H -0.1 0.0 -0.2
H -0.3 0.1 -0.1
H 0.0 0.0 -0.3

The value obtained for the relative energy (zero: lowest compared OMol25 entry of this formula, charge and spin) is 0.0 kcal per mole. The frontier orbital gap comes out at 9.1809 eV. The HOMO energy is -0.3294 hartree. As for the charge: 0. For the total energy, the calculation gives -61478.537 eV.